# 1
Formula: C4H7FO
Source: the Open Molecules 2025 dataset
Level of theory: ωB97M-V with the def2-TZVPD basis set

Geometry (Å):
C: -0.786 1.539 -0.253
C: -0.327 0.159 0.049
C: 1.104 0.059 0.619
C: -0.915 -1.037 -0.624
H: -0.008 2.167 -0.772
H: -0.922 2.041 0.687
H: -1.745 1.623 -0.787
H: 1.356 1.095 0.915
H: 1.142 -0.657 1.429
H: -1.678 -0.949 -1.412
H: -0.326 -1.936 -0.704
O: -1.339 -0.702 0.691
F: 2.049 -0.232 -0.404

- total charge = 0
- SMILES = C[C@]1(CF)CO1
- LUMO energy (eV) = 0.96
- energy relative to the best compared isomer or geometry (same formula, charge and spin) (kJ/mol) = 127.8

Here are the natural (NBO) charges for atoms 1 to 6, given in e: number 1, C, carries -0.637; number 2, C, carries 0.159; number 3, C, carries 0.037; number 4, C, carries -0.093; number 5, H, carries 0.224; number 6, H, carries 0.219



# 2
Formula: C34H32FeI2N7O4S2
Source: the Open Molecules 2025 dataset
Level of theory: ωB97M-V with the def2-TZVPD basis set

Geometry (Å):
Fe: 1.567 0.792 -0.238
C: -1.376 2.829 -4.324
N: -1.136 1.414 -4.097
C: -1.677 0.380 -4.830
C: -1.198 -0.761 -4.326
N: -0.340 -0.437 -3.263
C: -0.317 0.935 -3.131
S: 0.470 1.996 -2.094
C: 0.437 -1.428 -2.593
C: 0.318 -2.756 -3.005
C: 1.114 -3.716 -2.417
C: 2.018 -3.338 -1.440
C: 2.046 -2.011 -1.075
N: 1.262 -1.064 -1.618
H: -2.105 2.926 -5.125
H: -0.449 3.326 -4.603
H: -1.752 3.292 -3.413
H: -2.351 0.550 -5.650
H: -1.388 -1.763 -4.649
H: -0.372 -3.058 -3.773
H: 1.032 -4.747 -2.734
H: 2.686 -4.045 -0.969
H: 2.729 -1.670 -0.310
I: 5.919 1.313 -2.950
C: 5.660 0.701 -0.986
C: 6.781 0.369 -0.202
C: 6.654 -0.053 1.092
I: 8.375 -0.518 2.174
C: 5.364 -0.170 1.672
C: 5.102 -0.607 2.988
C: 3.814 -0.685 3.440
C: 2.769 -0.326 2.580
N: 2.963 0.084 1.345
C: 4.246 0.170 0.879
C: 4.376 0.627 -0.478
O: 3.299 0.908 -1.151
H: 7.763 0.453 -0.647
H: 5.930 -0.876 3.631
H: 3.588 -1.018 4.443
H: 1.745 -0.370 2.925
O: -0.909 -0.370 0.177
C: -1.205 -1.479 -0.010
C: -4.740 -2.406 0.387
C: -4.285 -0.992 0.150
C: -4.178 -0.078 1.189
C: -3.838 1.252 0.971
C: -3.578 1.693 -0.318
N: -3.318 3.043 -0.659
C: -3.229 4.157 0.147
O: -3.637 5.234 -0.221
N: -2.655 4.018 1.416
C: -1.432 3.415 1.741
C: -0.914 3.633 3.014
C: 0.335 3.140 3.328
C: 1.035 2.425 2.375
N: 0.531 2.166 1.164
C: -0.683 2.643 0.858
C: -3.634 0.777 -1.369
C: -3.992 -0.538 -1.138
H: -4.750 -2.644 1.450
H: -4.091 -3.122 -0.117
H: -5.753 -2.552 0.006
H: -4.404 -0.397 2.200
H: -3.819 1.940 1.803
H: -3.662 3.314 -1.568
H: -2.828 4.869 1.934
H: -1.479 4.208 3.738
H: 0.777 3.323 4.297
H: 2.040 2.085 2.567
H: -1.042 2.428 -0.135
H: -3.427 1.112 -2.380
H: -4.060 -1.223 -1.975
C: 0.100 -4.420 1.941
S: 0.520 -2.696 2.244
C: -0.779 -2.264 3.418
O: -1.526 -2.565 -0.244
H: -0.954 -4.516 1.683
H: 0.332 -5.040 2.805
H: 0.696 -4.753 1.093
H: -0.650 -2.786 4.364
H: -1.761 -2.495 3.004
H: -0.722 -1.190 3.595

- total charge = +1
- LUMO energy (alpha / beta) (eV) = -2.45 / -2.57
- multiplicity = 5
- energy relative to the best compared isomer or geometry (same formula, charge and spin) (kJ/mol) = 14.3

Here are the Mulliken charges for atoms 1 to 6, given in e: number 1, Fe, carries 0.793; number 2, C, carries -0.820; number 3, N, carries 0.256; number 4, C, carries -0.768; number 5, C, carries -0.355; number 6, N, carries 0.567



# 3
Formula: C16H60BaO16
Source: the Open Molecules 2025 dataset
Level of theory: ωB97M-V with the def2-TZVPD basis set

Geometry (Å):
Ba: 2.235 -27.702 -27.316
O: -0.591 -27.771 -27.867
C: -1.215 -28.214 -26.684
C: -0.686 -29.520 -26.080
O: 0.669 -29.615 -25.650
H: -2.307 -28.312 -26.788
H: -1.047 -27.381 -25.976
H: -0.985 -30.381 -26.698
H: -1.326 -29.659 -25.189
C: -2.797 -32.843 -27.197
O: -3.310 -33.356 -28.418
H: -1.749 -33.141 -27.090
H: -2.831 -31.755 -27.112
H: -3.343 -33.293 -26.367
H: -3.556 -32.634 -28.998
C: -3.106 -27.153 -22.653
O: -2.050 -26.582 -21.882
H: -2.716 -27.392 -23.639
H: -3.451 -28.054 -22.131
H: -3.998 -26.523 -22.724
H: -2.413 -26.382 -21.015
C: 0.262 -32.696 -24.064
O: 1.273 -32.309 -24.986
H: -0.715 -32.663 -24.557
H: 0.505 -33.688 -23.695
H: 0.288 -31.945 -23.267
H: 1.040 -31.449 -25.382
C: -3.349 -26.690 -29.801
O: -2.049 -26.156 -29.817
H: -3.769 -26.780 -28.790
H: -4.008 -26.045 -30.380
H: -3.472 -27.718 -30.166
H: -1.567 -26.629 -29.112
C: -0.977 -24.220 -24.901
O: -0.711 -23.429 -26.044
H: -0.636 -23.736 -23.987
H: -1.983 -24.619 -24.764
H: -0.433 -25.167 -25.003
H: -0.239 -24.005 -26.666
C: -4.286 -25.069 -25.959
O: -5.348 -24.712 -25.075
H: -4.653 -25.192 -26.982
H: -3.527 -24.289 -26.003
H: -3.842 -26.013 -25.644
H: -5.386 -23.752 -25.070
C: 1.384 -26.375 -23.493
O: 1.606 -26.987 -24.772
H: 1.942 -26.846 -22.685
H: 1.578 -25.306 -23.557
H: 0.309 -26.451 -23.297
H: 1.260 -27.895 -24.697
C: 0.058 -29.493 -21.953
O: 1.181 -29.761 -22.750
H: -0.690 -30.295 -21.979
H: 0.405 -29.317 -20.934
H: -0.472 -28.576 -22.242
H: 1.004 -29.619 -23.695
C: -3.758 -31.898 -23.369
O: -3.196 -33.165 -23.056
H: -3.057 -31.294 -23.958
H: -4.666 -31.975 -23.963
H: -4.003 -31.316 -22.475
H: -2.432 -32.957 -22.508
C: -5.618 -28.382 -24.885
O: -6.174 -29.545 -24.290
H: -4.542 -28.465 -25.049
H: -6.193 -28.127 -25.777
H: -5.751 -27.533 -24.204
H: -6.550 -29.329 -23.438
C: 0.682 -24.279 -29.053
O: 0.520 -25.118 -27.910
H: -0.240 -24.241 -29.633
H: 0.877 -23.285 -28.643
H: 1.543 -24.519 -29.683
H: 0.119 -25.967 -28.170
C: -0.940 -30.718 -30.208
O: -0.646 -29.323 -30.149
H: -1.070 -30.962 -31.259
H: -0.131 -31.285 -29.742
H: -1.863 -30.916 -29.655
H: -0.792 -28.985 -29.235
C: 2.033 -26.963 -31.118
O: 1.765 -27.776 -29.984
H: 2.305 -27.560 -31.991
H: 1.182 -26.342 -31.405
H: 2.857 -26.281 -30.907
H: 0.937 -28.277 -30.177
C: 2.264 -31.842 -28.151
O: 1.843 -30.493 -28.130
H: 2.368 -32.254 -29.158
H: 3.255 -31.979 -27.705
H: 1.565 -32.482 -27.611
H: 1.260 -30.372 -27.358

- total charge = 0
- LUMO energy (eV) = -0.96
- energy relative to the best compared isomer or geometry (same formula, charge and spin) (kJ/mol) = 57.6

Here are the Mulliken charges for atoms 1 to 6, given in e: number 1, Ba, carries 1.924; number 2, O, carries -0.278; number 3, C, carries -0.511; number 4, C, carries 1.173; number 5, O, carries -1.519; number 6, H, carries 0.239



# 4
Formula: C8H22InNO
Source: the Open Molecules 2025 dataset
Level of theory: ωB97M-V with the def2-TZVPD basis set

Geometry (Å):
C: -2.046 -0.485 2.086
C: -1.359 0.156 0.879
C: 0.107 0.536 1.162
In: 0.274 2.773 1.304
C: 2.314 3.513 1.705
C: 2.404 5.027 1.499
H: -3.130 -0.347 2.072
H: -1.849 -1.560 2.144
H: -1.675 -0.029 3.005
H: -1.934 1.039 0.583
H: -1.444 -0.538 0.017
H: 0.786 0.178 0.381
H: 0.424 0.073 2.103
H: -0.314 3.326 -0.293
H: -0.842 3.321 2.563
H: 3.040 3.011 1.057
H: 2.580 3.266 2.737
H: 1.586 5.557 1.996
H: 2.335 5.288 0.439
H: 3.337 5.466 1.874
C: 0.645 -1.941 -1.280
C: -0.521 -2.845 -1.271
O: -1.097 -3.430 -0.434
N: -1.137 -3.022 -2.723
C: -0.629 -4.271 -3.370
H: 1.011 -1.843 -0.259
H: 1.442 -2.298 -1.933
H: 0.313 -0.952 -1.611
H: -0.943 -2.205 -3.303
H: -2.147 -3.083 -2.586
H: 0.451 -4.200 -3.459
H: -1.080 -4.374 -4.352
H: -0.903 -5.108 -2.734

- total charge = 0
- LUMO energy (eV) = -1.54

Here are the Mulliken charges for atoms 1 to 6, given in e: number 1, C, carries -1.285; number 2, C, carries 0.309; number 3, C, carries -1.171; number 4, In, carries 0.642; number 5, C, carries -0.788; number 6, C, carries -1.043



# 5
Formula: CH2BrClFNO2S
Source: the Open Molecules 2025 dataset
Level of theory: ωB97M-V with the def2-TZVPD basis set

Geometry (Å):
C: 0.121 -1.255 -0.343
N: 0.558 1.452 0.379
O: -1.769 0.553 -0.232
O: -0.007 0.679 -2.048
F: 1.514 -1.396 -0.408
S: -0.382 0.489 -0.648
Cl: -0.720 -2.425 -1.160
Br: -1.023 -0.780 2.650
H: 1.600 1.097 0.581
H: 0.108 1.586 1.229

- total charge = 0
- LUMO energy (alpha / beta) (eV) = -1.91 / -3.62
- energy relative to the best compared isomer or geometry (same formula, charge and spin) (kJ/mol) = 300.7

Here are the natural (NBO) charges for atoms 1 to 6, given in e: number 1, C, carries 0.055; number 2, N, carries -1.033; number 3, O, carries -0.887; number 4, O, carries -0.873; number 5, F, carries -0.334; number 6, S, carries 2.192



# 6
Formula: C12H37BClCoNO8
Source: the Open Molecules 2025 dataset
Level of theory: ωB97M-V with the def2-TZVPD basis set

Geometry (Å):
Co: -9.345 27.194 -1.148
B: -6.501 28.401 -0.737
H: -7.191 27.572 -0.764
H: -7.001 29.209 -0.227
H: -5.667 28.148 -0.101
H: -6.176 28.768 -1.698
Cl: -8.884 25.771 0.768
C: -11.828 23.948 2.258
C: -11.599 23.446 0.802
O: -10.376 22.852 0.788
O: -11.842 25.335 2.362
H: -11.149 23.620 3.046
H: -12.795 23.626 2.646
H: -11.663 24.223 0.041
H: -12.194 22.634 0.385
H: -9.753 23.570 0.922
H: -11.010 25.552 1.936
C: -6.964 27.542 5.048
C: -7.331 27.064 3.584
O: -7.047 28.080 2.668
O: -7.689 28.716 5.440
H: -5.901 27.771 4.976
H: -7.072 26.744 5.782
H: -8.419 27.004 3.531
H: -6.889 26.110 3.299
H: -7.096 27.674 1.799
H: -7.469 29.254 4.677
C: -6.846 21.267 4.202
C: -7.871 22.256 3.593
O: -7.195 23.396 3.183
O: -7.123 20.922 5.540
H: -5.800 21.563 4.133
H: -6.945 20.380 3.577
H: -8.694 22.519 4.257
H: -8.301 21.693 2.766
H: -7.807 24.032 2.804
H: -6.559 20.155 5.661
C: -8.159 24.835 -3.146
O: -8.021 26.204 -2.620
C: -7.548 27.031 -3.658
C: -8.478 28.234 -3.738
N: -8.765 28.803 -2.461
C: -9.841 29.831 -2.375
C: -10.091 30.047 -0.806
O: -9.967 28.816 -0.082
C: -10.689 28.811 1.137
H: -7.231 24.512 -3.620
H: -9.023 24.864 -3.810
H: -8.370 24.047 -2.424
H: -7.578 26.541 -4.632
H: -6.547 27.417 -3.463
H: -9.314 27.996 -4.395
H: -8.163 29.154 -4.231
H: -7.959 29.386 -2.287
H: -10.791 29.472 -2.770
H: -9.626 30.817 -2.789
H: -11.042 30.567 -0.690
H: -9.203 30.656 -0.638
H: -10.756 29.649 1.831
H: -10.486 27.998 1.835
H: -11.632 28.513 0.680

- total charge = 0
- LUMO energy (alpha / beta) (eV) = -1.01 / -1.49
- multiplicity = 4

Here are the natural (NBO) charges for atoms 1 to 6, given in e: number 1, Co, carries 1.533; number 2, B, carries -0.778; number 3, H, carries -0.089; number 4, H, carries -0.025; number 5, H, carries 0.016; number 6, H, carries -0.051



# 7
Formula: C29H25CaN5O2PS
Source: the Open Molecules 2025 dataset
Level of theory: ωB97M-V with the def2-TZVPD basis set

Geometry (Å):
Ca: -0.791 -0.131 -0.753
N: -2.792 -1.570 -0.172
N: -2.098 -2.782 0.119
C: -0.996 -3.144 -0.743
O: -0.620 -4.294 -0.668
O: -0.530 -2.173 -1.438
H: -3.305 -1.308 0.664
H: -3.474 -1.705 -0.917
H: -2.697 -3.579 0.294
N: -1.939 2.478 -4.278
C: -2.094 1.312 -5.018
C: -2.491 1.077 -6.330
C: -2.516 -0.243 -6.730
C: -2.156 -1.290 -5.864
C: -1.763 -1.052 -4.565
C: -1.744 0.279 -4.148
N: -1.397 0.817 -2.914
C: -1.523 2.118 -3.042
C: -1.213 3.034 -1.945
C: -1.208 4.393 -1.953
S: -0.739 4.983 -0.423
C: -0.572 3.385 0.137
N: -0.847 2.463 -0.742
H: -2.116 3.414 -4.599
H: -2.763 1.878 -7.004
H: -2.817 -0.479 -7.742
H: -2.183 -2.306 -6.234
H: -1.466 -1.846 -3.891
H: -1.444 5.063 -2.763
H: -0.257 3.168 1.150
C: 1.949 3.677 4.010
C: 0.616 3.300 4.102
C: 0.183 2.136 3.483
C: 1.080 1.331 2.779
C: 2.419 1.710 2.704
C: 2.848 2.882 3.312
P: 0.407 -0.181 2.023
C: 0.545 -1.460 3.300
C: -0.227 -2.612 3.154
C: -0.114 -3.644 4.075
C: 0.750 -3.519 5.153
C: 1.509 -2.367 5.309
C: 1.413 -1.339 4.383
C: 1.641 -0.660 0.755
C: 1.978 0.276 -0.236
C: 2.704 -0.109 -1.356
C: 3.096 -1.433 -1.504
C: 2.771 -2.360 -0.528
C: 2.048 -1.981 0.595
H: 2.289 4.586 4.488
H: -0.086 3.909 4.656
H: -0.860 1.844 3.555
H: 3.129 1.089 2.172
H: 3.889 3.170 3.249
H: -0.900 -2.714 2.310
H: -0.703 -4.542 3.948
H: 0.832 -4.321 5.875
H: 2.181 -2.268 6.151
H: 2.011 -0.446 4.510
H: 1.697 1.320 -0.118
H: 2.967 0.629 -2.103
H: 3.649 -1.741 -2.381
H: 3.059 -3.396 -0.646
H: 1.781 -2.728 1.332

- total charge = +1
- LUMO energy (eV) = -2.81
- energy relative to the best compared isomer or geometry (same formula, charge and spin) (kJ/mol) = 0.0

Here are the natural (NBO) charges for atoms 1 to 6, given in e: number 1, Ca, carries 1.770; number 2, N, carries -0.737; number 3, N, carries -0.554; number 4, C, carries 0.865; number 5, O, carries -0.655; number 6, O, carries -0.929